The following is a quantum chemistry calculation of C5H7NO2 as an isolated structure at a distorted geometry, from the OMol25 dataset.

Properties
Net charge   0
LUMO energy   0.07 eV
Multiplicity   1

Last column: Löwdin charge in e.
Cartesian coordinates (Å):
C1 -1.527 0.064 -0.062  -0.44
C2 -0.041 0.046 -0.159  -0.21
C3 1.999 -0.882 -0.268  -0.15
C4 2.222 0.635 0.088  -0.09
C5 0.832 1.074 0.665  -0.02
H1 -1.356 -1.529 1.216  0.29
H2 2.382 -0.866 -1.120  0.01
H3 2.403 -1.633 0.451  0.13
H4 2.504 0.962 -0.747  0.00
H5 3.286 0.765 0.957  0.21
H6 0.494 1.017 1.446  -0.02
H7 0.630 1.998 0.474  0.07
N1 0.495 -1.047 -0.526  0.13
O1 -2.195 -0.743 0.788  0.04
O2 -2.143 0.866 -0.859  0.04


The following is a quantum chemistry calculation of one molecule with the formula C5H7NO2 at a distorted geometry, from the OMol25 dataset.

Properties
Net charge   0
LUMO energy   0.46 eV
Multiplicity   1

Last column: Löwdin charge in e.
Cartesian coordinates (Å):
C1 2.580 -0.312 0.112  -0.12
C2 0.299 -0.684 0.073  -0.17
C3 -0.898 -0.288 -0.257  -0.23
C4 -1.312 1.163 -0.517  -0.23
C5 -2.083 -1.125 -0.311  -0.15
H1 2.608 -1.485 -0.287  0.13
H2 2.840 -0.352 1.322  0.13
H3 3.384 0.403 -0.572  0.15
H4 0.429 -1.753 0.615  0.20
H5 -1.633 1.605 -1.530  0.16
H6 -0.382 1.625 -0.402  0.08
H7 -1.846 1.378 1.357  0.12
N1 -3.008 -1.809 0.082  0.14
O1 1.285 0.145 -0.150  -0.16
O2 -2.262 1.488 0.466  -0.06


The following is a quantum chemistry calculation of one molecule with the formula C5H7NO2 at a distorted geometry, from the OMol25 dataset.

Properties
Net charge   0
LUMO energy   0.84 eV
Multiplicity   1

Last column: Löwdin charge in e.
Cartesian coordinates (Å):
C1 -0.770 1.076 1.984  -0.32
C2 -0.173 0.078 -0.038  -0.25
C3 0.402 -1.191 0.053  0.06
C4 0.908 -1.572 -1.362  -0.24
C5 0.009 0.643 -1.417  -0.13
H1 -1.693 1.459 2.432  0.15
H2 0.303 -1.789 0.901  0.09
H3 0.644 -2.592 -1.648  0.11
H4 1.990 -1.599 -1.370  0.10
H5 -0.390 -0.969 -2.760  0.13
H6 -0.882 1.148 -1.839  0.12
H7 0.783 1.468 -1.408  0.13
N1 0.437 -0.555 -2.245  -0.07
O1 0.365 1.020 2.428  0.07
O2 -1.124 0.549 0.832  0.05


The following is a quantum chemistry calculation of one molecule with the formula C5H7NO2 at a distorted geometry, from the OMol25 dataset.

Properties
Net charge   0
LUMO energy   0.52 eV
Multiplicity   1

Last column: Löwdin charge in e.
Cartesian coordinates (Å):
C1 -0.007 0.644 -0.179  -0.35
C2 -2.086 -0.260 0.230  -0.28
C3 -2.978 -1.270 0.076  0.02
C4 1.373 0.479 -0.191  -0.01
C5 2.191 -0.696 0.012  -0.34
H1 -1.446 2.145 -0.355  0.14
H2 -0.118 2.745 0.349  0.09
H3 -2.103 0.900 0.785  0.19
H4 -2.813 -2.257 -0.539  0.11
H5 -3.830 -1.024 0.683  0.03
H6 1.997 1.430 -0.380  0.14
H7 1.641 -1.651 -0.228  0.12
N1 -0.531 1.887 0.124  0.10
O1 -0.942 -0.324 -0.361  0.01
O2 3.371 -0.787 0.253  0.02


The following is a quantum chemistry calculation of one molecule with the formula C5H7NO2 at a distorted geometry, from the OMol25 dataset.

Properties
Net charge   0
LUMO energy   0.45 eV
Multiplicity   1

Last column: Löwdin charge in e.
Cartesian coordinates (Å):
C1 2.286 0.306 -0.157  -0.52
C2 1.236 -0.583 -0.166  -0.17
C3 -1.036 -0.617 0.588  -0.31
C4 -2.277 0.168 0.359  -0.06
C5 -3.179 0.834 -0.422  0.13
H1 1.175 1.746 0.447  0.14
H2 1.388 -1.080 0.667  0.09
H3 1.091 -1.258 -1.065  0.18
H4 -0.439 0.242 -1.191  0.18
H5 -1.227 -1.629 0.084  0.14
H6 -0.445 -0.727 1.655  0.18
H7 -4.086 1.157 -0.815  -0.02
N1 -0.065 0.068 -0.157  -0.15
O1 2.189 1.576 0.378  0.08
O2 3.390 -0.205 -0.206  0.10


The following is a quantum chemistry calculation of a 2-piece molecular cluster, C5H7NO2 overall at a distorted geometry, from the OMol25 dataset.

Properties
Net charge   0
LUMO energy (spin up / spin down)   -0.51 / -0.51 eV
Multiplicity   1

Last column: Löwdin charge in e.
Cartesian coordinates (Å):
C1 -0.725 -0.948 -0.412  -0.03
C2 0.608 -1.348 0.094  -0.09
C3 1.344 -0.176 -0.372  -0.18
C4 0.133 0.003 0.390  -0.33
C5 -0.369 1.019 1.367  0.02
N1 2.665 0.171 -0.143  -0.35
O1 2.963 0.524 0.999  0.09
O2 3.540 -0.031 -1.027  0.05
H1 -0.703 -0.852 -1.581  0.12
H2 -1.604 -1.250 0.015  0.08
H3 1.102 -2.267 0.434  0.16
H4 1.033 0.342 -2.049  0.24
H5 -0.196 1.906 0.876  0.06
H6 0.208 1.028 2.343  0.12
H7 -1.373 0.888 1.467  0.05


The following is a quantum chemistry calculation of one molecule with the formula C5H7NO3 at a distorted geometry, from the OMol25 dataset.

Properties
Net charge   0
LUMO energy   0.73 eV
Multiplicity   1

Last column: Löwdin charge in e.
Cartesian coordinates (Å):
C1 1.397 -0.172 0.390  -0.34
C2 0.944 1.276 0.250  -0.14
C3 -0.828 0.084 0.078  -0.26
C4 0.002 -0.886 0.474  0.06
C5 -2.290 -0.201 -0.086  -0.50
H1 1.686 -0.523 -1.524  0.03
H2 2.427 -1.629 -0.705  0.08
H3 2.047 -0.277 1.309  0.15
H4 0.949 1.764 1.180  0.11
H5 1.599 1.647 -0.707  0.18
H6 -0.233 -2.004 0.968  0.19
H7 -3.845 0.647 -0.252  0.06
N1 2.258 -0.618 -0.757  0.04
O1 -0.366 1.297 -0.264  0.00
O2 -3.002 0.889 -0.221  0.21
O3 -2.745 -1.294 -0.132  0.14


The following is a quantum chemistry calculation of one molecule with the formula C5H7NOS at a distorted geometry, from the OMol25 dataset.

Properties
Net charge   0
LUMO energy   0.30 eV
Multiplicity   1

Last column: Löwdin charge in e.
Cartesian coordinates (Å):
C1 -0.204 -0.833 0.474  -0.36
C2 0.528 0.326 0.144  -0.28
C3 -0.195 0.918 -1.032  -0.14
C4 -1.268 -0.112 -1.343  -0.12
C5 1.658 0.843 0.780  -0.72
H1 0.546 -1.336 2.265  0.13
H2 -0.754 -2.342 1.681  0.11
H3 0.404 1.285 -1.895  0.13
H4 -0.659 1.841 -0.671  0.11
H5 -2.265 0.341 -1.325  0.13
H6 -1.060 -0.537 -2.313  0.12
H7 2.029 0.231 1.613  0.05
N1 0.032 -1.744 1.453  0.18
O1 -1.232 -1.088 -0.291  0.04
S1 2.440 2.207 0.461  0.63


Respective relative energy (zero: lowest compared OMol25 entry of this formula, charge and spin) values: 144.8, 95.7, 42.5, 83.4, 121.2, 200.2, 71.8, 25.5 kcal per mole.